(1)
Entry from the OMol25 dataset: 4 unconnected molecules or ions with the total composition C5H17NO4S at a distorted geometry (ωB97M-V/def2-TZVPD).

The energy relative to the best compared isomer or geometry (same formula, charge and spin) comes out at 3.2620 eV. The calculation puts the frontier orbital gap (alpha / beta) at 2.26 / 8.33 eV. The value obtained for the molar mass is 187.26 g mol⁻¹. Its net charge is -1. The spin multiplicity is 2.

```
28
Properties=species:S:1:pos:R:3:forces:R:3
C -0.7954 1.3435 1.6682 0.8 3.0 -0.4
N 0.1844 0.4662 0.9811 -0.6 0.6 0.0
C -0.2464 -0.1494 -0.2974 -0.7 -0.8 1.0
C 0.8912 -1.1224 -0.7634 -1.8 1.4 -0.1
C 0.4248 -1.5905 -2.1613 -0.8 -0.1 1.5
S 0.6427 -0.3840 -3.4793 -0.7 0.3 -0.8
C -1.5426 -0.9499 -0.0585 1.3 -1.0 1.1
O -2.5848 -0.4301 -0.3270 -1.8 0.1 -0.4
H -0.6927 2.3816 1.1379 -0.1 -1.5 1.1
H -1.8596 1.1570 1.5165 0.2 -0.9 0.2
H -0.6798 1.5704 2.7870 0.4 -1.0 -1.7
H 0.7542 -0.1401 1.5861 -0.7 0.1 -0.5
H -0.7408 0.5812 -1.0682 2.1 -0.7 1.2
H 1.1120 -1.8913 -0.0174 -1.0 -0.5 -0.1
H 1.8208 -0.5901 -0.6607 0.6 0.5 -1.1
H -0.7087 -1.9044 -2.1268 2.0 1.1 -0.2
H 0.8895 -2.5042 -2.3709 1.0 -1.3 -0.8
H 1.8765 0.1444 -3.3454 -0.1 -0.5 0.6
H -1.5444 -1.9720 0.4589 0.4 0.9 -0.5
H -2.6324 1.8908 -1.4472 0.0 0.4 2.0
H -2.8162 1.7844 0.1579 0.3 0.3 -1.5
O -2.4836 2.3544 -0.5735 -0.6 -0.2 -0.9
H 1.5074 -2.4061 3.2290 1.4 -2.3 2.1
H 0.4196 -1.4224 3.1622 -2.5 1.0 1.9
O 1.1232 -1.7766 2.6908 1.0 1.3 -4.0
H 1.8542 1.5465 -0.3571 1.4 0.6 -0.4
H 3.0570 2.0941 0.2429 2.3 1.3 5.7
O 2.7700 1.9190 -0.5643 -3.9 -1.9 -5.1
```
Forces are in eV/Å.

(2)
Entry from the OMol25 dataset: 2 unconnected molecules or ions with the total composition C3H11O2PSi at a distorted geometry (ωB97M-V/def2-TZVPD).

The energy relative to the best compared isomer or geometry (same formula, charge and spin) comes out at 1.3705 eV. The calculation puts the frontier orbital gap (alpha / beta) at 6.75 / 7.34 eV. The value obtained for the molar mass is 138.18 g mol⁻¹. The spin multiplicity is 1.

```
18
Properties=species:S:1:pos:R:3:forces:R:3
C 0.7322 1.3445 -0.9929 -2.0 -4.4 1.2
C 1.9557 0.3428 1.8173 -2.1 1.6 0.8
C 1.5205 -1.6429 -0.5389 -1.2 0.4 2.8
O -3.8202 -1.0739 -0.2750 0.3 0.8 0.7
O -3.5377 1.3565 -0.7362 -1.2 0.1 -0.2
Si 0.8744 -0.0683 0.3061 -0.1 -0.4 0.2
P -3.4740 0.3619 0.5565 0.0 -0.9 -0.8
H -0.0373 1.9327 -0.6580 -2.0 1.6 0.3
H 1.6081 1.7858 -0.8891 4.1 2.3 -0.4
H 0.5220 0.7894 -1.8794 0.0 0.2 -1.0
H 2.0836 -0.5033 2.4541 0.7 -0.9 0.1
H 2.8234 0.9189 1.6020 1.3 -0.1 -0.4
H 1.4620 1.0530 2.5532 -0.1 -0.6 -1.0
H 2.2626 -1.4485 -1.1891 2.7 0.9 -2.4
H 1.8628 -2.4597 0.0537 0.7 -0.2 1.4
H 0.8191 -2.2030 -1.0393 -2.3 -0.6 -1.7
H -3.2280 -1.7729 0.0211 0.0 -0.1 0.0
H -4.4291 1.2869 -1.1660 1.1 0.2 0.3
```
Forces are in eV/Å.

(3)
Entry from the OMol25 dataset: 2 unconnected molecules or ions with the total composition C5H11NO (ωB97M-V/def2-TZVPD).

The energy relative to the best compared isomer or geometry (same formula, charge and spin) comes out at 1.9961 eV. The calculation puts the frontier orbital gap at 10.31 eV. The value obtained for the molar mass is 101.15 g mol⁻¹. The spin multiplicity is 1. As for the SMILES: C/N=C/O.C=CC.

```
18
Properties=species:S:1:pos:R:3:forces:R:3
C 2.3202 -0.6160 0.2262 0.3 -0.1 0.0
N 1.1761 0.2115 -0.0543 0.1 0.5 0.1
C 1.3385 1.4637 -0.0504 0.3 -0.3 0.1
O 0.3350 2.3368 -0.1732 -0.1 -0.1 0.0
H 2.1217 -1.1904 1.1392 0.1 0.1 -0.1
H 2.4815 -1.3388 -0.5822 0.0 0.1 0.1
H 3.2453 -0.0386 0.3746 0.0 -0.1 0.0
H 2.3049 1.9676 0.0605 0.0 0.0 0.0
H -0.4923 1.8128 -0.0955 0.2 0.1 -0.1
C -2.1652 0.7298 0.0183 -0.2 -0.2 -0.1
C -1.4712 -0.2289 -0.5967 -0.4 0.1 0.0
C -1.2501 -1.6020 -0.0488 0.0 0.0 0.0
H -2.4396 1.6484 -0.4951 0.1 0.0 0.1
H -2.5058 0.6118 1.0442 -0.1 0.0 -0.2
H -1.0826 -0.0503 -1.5997 -0.2 0.0 0.1
H -1.4336 -1.6409 1.0293 0.0 0.0 -0.1
H -1.9668 -2.2690 -0.5420 0.1 -0.1 0.1
H -0.2437 -1.9776 -0.2526 -0.2 0.1 0.0
```
Forces are in eV/Å.

(4)
Entry from the OMol25 dataset: a single C4H8O2 molecule (ωB97M-V/def2-TZVPD).

The energy relative to the best compared isomer or geometry (same formula, charge and spin) comes out at 2.5733 eV. The calculation puts the frontier orbital gap at 10.44 eV. The value obtained for the molar mass is 88.11 g mol⁻¹. The spin multiplicity is 1. As for the SMILES: CO[C@H]1C[C@H]1O.

```
14
Properties=species:S:1:pos:R:3:forces:R:3
C 2.0473 -0.4378 -0.5056 0.2 -0.1 -0.1
O 1.1949 0.1539 0.4486 -0.1 0.0 0.1
C 0.0399 0.5985 -0.1624 0.0 0.2 -0.2
C -1.1417 -0.3109 -0.3686 -0.1 -0.1 -0.1
C -1.2200 0.8603 0.5891 0.0 0.1 -0.2
O -1.3299 0.5508 1.9416 0.0 -0.2 0.1
H 2.9932 -0.6558 -0.0080 -0.1 0.0 -0.1
H 1.6164 -1.3653 -0.9099 0.1 0.1 0.1
H 2.2346 0.2485 -1.3459 0.0 -0.1 0.1
H 0.2143 1.3069 -0.9766 0.1 0.0 0.1
H -1.6551 -0.3623 -1.3236 0.0 0.2 0.2
H -1.0683 -1.2592 0.1646 0.0 0.2 -0.1
H -1.7161 1.7933 0.3163 -0.1 -0.3 -0.1
H -2.0034 -0.1356 2.0023 0.1 0.1 0.2
```
Forces are in eV/Å.

(5)
Entry from the OMol25 dataset: a single CH4N2O2S molecule at a distorted geometry (ωB97M-V/def2-TZVPD).

The energy relative to the best compared isomer or geometry (same formula, charge and spin) comes out at 5.1761 eV. The calculation puts the frontier orbital gap (alpha / beta) at 5.50 / 7.07 eV. The value obtained for the molar mass is 108.12 g mol⁻¹. The spin multiplicity is 3.

```
10
Properties=species:S:1:pos:R:3:forces:R:3
C -1.2416 -0.3076 -0.3203 -1.8 -3.1 -2.0
N 0.3338 0.7808 0.8850 -1.2 4.2 -0.9
N -0.1004 0.4633 -0.5007 0.0 2.9 2.6
O 2.4269 0.5665 -0.5742 1.8 2.4 -2.3
O 1.5021 -1.5095 0.2258 -0.3 -3.2 -0.7
S 1.3559 -0.1320 -0.0316 4.0 -4.3 2.0
H -1.4904 -0.8074 -1.2628 -0.2 0.3 0.1
H -1.0349 -1.0755 0.3815 0.4 -1.2 0.5
H -2.0542 0.1633 0.1209 -1.5 1.6 0.2
H 0.3028 1.8582 1.0763 -1.3 0.3 0.5
```
Forces are in eV/Å.

(6)
Entry from the OMol25 dataset: 2 unconnected molecules or ions with the total composition C7H12O2 at a distorted geometry (ωB97M-V/def2-TZVPD).

The energy relative to the best compared isomer or geometry (same formula, charge and spin) comes out at 2.6485 eV. The calculation puts the frontier orbital gap at 9.05 eV. The value obtained for the molar mass is 128.17 g mol⁻¹. The spin multiplicity is 1. As for the SMILES: C=C(O)C=O.C=C(C)C.

```
21
Properties=species:S:1:pos:R:3:forces:R:3
C -2.4577 1.9150 0.9249 0.5 0.0 -0.2
C -1.2535 1.5437 0.4851 -0.8 -0.5 1.6
O -0.0691 2.1007 0.8726 0.1 0.0 -0.1
C -1.0892 0.3801 -0.4359 0.4 1.8 -3.7
O -2.0226 -0.2120 -0.9749 0.4 -0.2 1.0
H -3.3278 1.4082 0.5496 -0.1 -0.2 0.0
H -2.5894 2.7151 1.6396 0.0 0.2 -0.1
H -0.2359 2.8084 1.5080 0.0 -0.1 -0.2
H -0.1453 0.5901 -1.0641 -1.0 -0.1 0.5
C 0.0123 -0.9614 0.8186 1.9 -1.0 -0.2
C 0.9366 -1.0116 -0.2024 -0.6 -1.0 1.9
C 0.7251 -1.9325 -1.3586 -0.3 0.2 -0.1
C 2.2438 -0.2897 -0.1245 -0.3 0.3 -0.1
H -0.7446 -1.7266 0.9023 -0.3 0.2 -0.3
H 0.2706 -0.4529 1.7364 -0.1 0.3 0.0
H -0.3452 -2.0454 -1.5539 0.1 0.0 0.0
H 1.1344 -2.9193 -1.1178 0.0 0.1 -0.1
H 1.2122 -1.5592 -2.2593 0.0 -0.1 0.0
H 2.4472 0.2477 -1.0518 0.1 0.0 -0.1
H 3.0437 -1.0258 0.0153 -0.1 0.1 0.0
H 2.2543 0.4273 0.6909 0.1 0.0 0.1
```
Forces are in eV/Å.